[1]
ORCA calculation (wB97M-V/def2-TZVPD) on C32H30N4O4PSTeV as an isolated structure at a distorted geometry.

The geometry in XYZ format:
```
74
Properties=species:S:1:pos:R:3:forces:R:3:lowdin_charge:R:1
V -0.907 0.396 0.528 -0.64 0.90 -1.88 0.342
N -1.640 -0.981 4.234 -0.22 -0.26 -0.41 0.207
C -0.887 0.066 4.714 0.42 0.69 -0.32 -0.164
C -0.531 0.447 5.998 0.01 0.04 0.11 -0.002
C 0.225 1.597 6.116 -0.05 -0.14 0.05 -0.066
C 0.629 2.337 5.000 0.03 0.05 -0.18 -0.063
C 0.281 1.963 3.720 -0.06 0.00 -0.11 0.003
C -0.503 0.821 3.580 -0.07 -0.25 1.11 -0.190
N -1.046 0.233 2.471 -0.34 -0.79 1.59 0.034
C -1.708 -0.840 2.884 0.48 0.76 0.70 -0.213
C -2.392 -1.586 1.873 -0.81 -1.25 -0.20 -0.274
C -3.120 -2.743 1.895 0.14 0.32 -0.21 -0.291
S -3.687 -3.127 0.323 0.36 0.60 0.18 1.103
C -2.914 -1.714 -0.276 -0.41 -0.51 0.16 -0.411
N -2.279 -1.014 0.621 -1.20 -1.51 -0.20 -0.098
H -2.031 -1.720 4.795 -0.05 0.02 -0.14 0.178
H -0.841 -0.114 6.867 0.01 -0.05 0.08 0.117
H 0.519 1.939 7.096 0.02 0.00 0.14 0.110
H 1.227 3.224 5.146 0.06 0.05 0.03 0.111
H 0.597 2.515 2.845 0.02 0.05 0.01 0.109
H -3.348 -3.387 2.722 0.00 -0.07 0.20 0.083
H -2.972 -1.434 -1.313 0.08 0.06 -0.13 0.073
C -3.746 2.208 -0.775 0.19 -0.03 0.16 -0.245
P -2.430 2.169 0.500 -1.03 1.45 -0.10 0.763
C -1.602 3.781 0.270 -0.06 -0.11 -0.02 -0.240
C -3.384 2.485 2.035 0.13 -0.11 -0.21 -0.236
H -4.330 3.126 -0.712 -0.02 0.00 -0.02 0.051
H -4.404 1.353 -0.621 -0.07 -0.03 -0.06 0.039
H -3.292 2.130 -1.765 -0.04 0.00 0.00 0.038
H -2.326 4.597 0.282 0.05 0.03 -0.01 0.054
H -1.060 3.780 -0.676 0.01 0.05 -0.01 0.047
H -0.879 3.916 1.074 0.02 0.05 -0.01 0.041
H -4.000 3.379 1.930 -0.01 -0.02 0.02 0.053
H -2.692 2.618 2.867 -0.03 0.00 0.02 0.038
H -4.025 1.629 2.244 -0.05 -0.01 0.07 0.045
Te 0.049 0.365 -2.054 -0.05 -0.78 -2.27 1.596
C -0.620 0.353 -4.104 0.08 0.21 0.43 -0.475
C -1.823 -0.177 -4.542 -0.21 -0.07 0.34 -0.146
C -2.090 -0.275 -5.898 -0.04 -0.03 -0.09 -0.077
C -1.165 0.176 -6.824 0.02 0.01 0.00 -0.071
C 0.029 0.732 -6.392 -0.06 -0.05 -0.13 -0.073
C 0.298 0.815 -5.039 0.27 0.14 0.32 -0.149
C 0.592 -1.701 -2.224 0.01 0.23 0.09 -0.442
C -0.349 -2.682 -2.497 -0.08 0.22 0.02 -0.134
C 0.028 -4.015 -2.517 -0.08 -0.08 0.01 -0.074
C 1.339 -4.370 -2.253 0.04 -0.07 0.02 -0.073
C 2.286 -3.390 -2.012 0.03 -0.04 -0.01 -0.063
C 1.915 -2.057 -2.007 0.03 0.25 0.04 -0.129
H -2.562 -0.520 -3.828 -0.02 -0.02 0.00 0.086
H -3.020 -0.712 -6.233 -0.07 0.01 0.01 0.108
H -1.373 0.096 -7.880 -0.03 -0.01 -0.10 0.109
H 0.754 1.090 -7.107 0.04 0.03 -0.04 0.110
H 1.235 1.235 -4.697 0.03 0.00 -0.07 0.089
H -1.373 -2.409 -2.710 -0.06 -0.03 -0.04 0.076
H -0.706 -4.779 -2.732 -0.06 -0.04 -0.01 0.108
H 1.622 -5.411 -2.234 0.04 -0.10 -0.06 0.108
H 3.315 -3.662 -1.827 0.08 -0.01 0.02 0.111
H 2.655 -1.289 -1.821 0.05 -0.02 0.01 0.095
O 0.805 1.405 0.513 0.70 1.15 0.49 -0.195
C 1.403 0.298 0.577 1.81 0.11 0.32 -0.707
O 0.739 -0.765 0.594 0.42 -1.00 0.25 -0.085
C 2.881 0.266 0.560 0.42 0.03 0.05 -0.125
C 3.585 1.358 0.054 -0.23 -0.05 0.06 0.009
C 4.967 1.342 0.008 -0.05 -0.06 -0.02 -0.033
C 5.657 0.238 0.477 0.04 -0.29 0.15 0.025
C 4.948 -0.843 0.988 -0.53 0.89 -0.35 -0.127
C 3.563 -0.850 1.030 0.08 -0.09 0.00 0.076
N 5.687 -1.976 1.514 0.16 -0.27 0.15 -0.362
O 6.894 -1.917 1.479 0.36 -0.04 -0.02 0.096
O 5.049 -2.901 1.964 -0.22 -0.29 0.10 0.091
H 3.024 2.207 -0.311 0.01 0.06 0.01 0.125
H 5.504 2.188 -0.392 0.08 0.05 -0.03 0.115
H 6.734 0.187 0.468 0.06 0.06 -0.03 0.125
H 3.026 -1.701 1.424 0.03 -0.01 -0.02 0.137
```
Forces are in eV/Å.

As for the expectation value of S²: 3.765. For the relative energy (zero: lowest compared OMol25 entry of this formula, charge and spin), the calculation gives 34.6 kcal per mole. The maximum force comes out at 2.4 eV/Å. The calculation puts the LUMO energy (alpha / beta) at -0.1124 / -0.1121 Eh. Its charge is +1. Its HOMO energy (alpha / beta) is -10.15 / -11.10 eV. As for the spin multiplicity: 4. The HOMO-LUMO gap (alpha / beta) comes out at 7.09 / 8.05 eV.

[2]
ORCA calculation (wB97M-V/def2-TZVPD) on C32H30N4O5PdSi as an isolated structure.

The geometry in XYZ format:
```
73
Properties=species:S:1:pos:R:3:forces:R:3:lowdin_charge:R:1
Pd -1.297 -0.586 -0.675 -0.49 -0.34 0.27 1.128
O -0.463 -6.925 2.544 -0.24 0.11 -0.01 0.115
N -0.560 -6.970 1.338 0.58 0.13 0.05 -0.320
O -0.311 -7.930 0.652 -0.18 -0.10 0.03 0.126
C -0.925 -5.716 0.609 -0.07 -0.22 -0.13 -0.036
C -1.087 -5.874 -0.733 -0.04 -0.05 -0.14 0.125
C -1.420 -4.789 -1.595 0.04 -0.17 0.08 -0.112
C -1.598 -4.947 -2.979 -0.02 0.02 -0.10 0.055
C -1.907 -3.845 -3.738 -0.02 -0.06 0.00 0.009
C -2.007 -2.601 -3.110 -0.03 0.02 0.06 -0.054
N -1.836 -2.440 -1.804 0.02 0.22 -0.01 0.034
C -1.561 -3.518 -1.050 -0.01 0.04 0.31 -0.165
C -1.404 -3.343 0.392 -0.04 -0.52 0.03 -0.137
N -1.692 -2.125 0.887 0.29 0.24 -0.01 0.042
C -1.612 -1.905 2.181 -0.05 -0.06 0.02 -0.042
C -1.262 -2.919 3.097 -0.09 0.22 -0.04 0.021
C -0.995 -4.173 2.645 0.00 -0.25 -0.39 0.064
C -1.088 -4.461 1.243 -0.12 0.63 0.17 -0.032
H -0.955 -6.866 -1.145 -0.01 0.03 -0.01 0.149
H -1.496 -5.926 -3.430 0.00 0.00 0.00 0.143
H -2.066 -3.920 -4.804 0.01 0.01 0.00 0.129
H -2.231 -1.710 -3.681 0.02 0.01 -0.01 0.133
H -1.826 -0.893 2.505 0.02 0.00 0.01 0.123
H -1.214 -2.692 4.152 0.01 0.02 0.00 0.131
H -0.732 -4.957 3.331 0.02 -0.11 0.04 0.119
C -2.036 3.964 1.951 0.00 0.01 0.02 -0.056
C -0.624 3.543 2.225 0.03 -0.01 -0.02 -0.431
C 0.420 4.615 2.214 0.00 -0.01 -0.01 -0.048
C -0.445 2.471 3.257 -0.01 0.00 0.00 -0.063
Si -0.211 2.309 0.256 -0.10 -0.02 0.09 0.595
O -1.231 1.115 0.498 0.07 -0.01 -0.12 -0.416
C 1.568 1.864 0.468 0.13 -0.07 0.04 -0.249
C 1.900 0.777 1.289 0.04 0.07 -0.03 -0.111
C 3.223 0.395 1.465 -0.03 0.00 0.03 -0.074
C 4.237 1.091 0.815 0.00 0.02 0.01 -0.063
C 3.924 2.153 -0.023 -0.03 -0.02 -0.01 -0.060
C 2.599 2.533 -0.201 0.04 -0.09 0.08 -0.070
C -0.690 3.595 -0.956 -0.07 0.04 -0.06 -0.252
C 0.073 4.730 -1.257 -0.09 0.00 -0.06 -0.093
C -0.379 5.654 -2.186 0.03 -0.02 0.03 -0.051
C -1.600 5.462 -2.819 -0.01 0.00 -0.01 -0.046
C -2.376 4.350 -2.521 0.01 -0.03 0.02 -0.056
C -1.926 3.425 -1.593 0.03 0.05 -0.02 -0.089
H -2.421 4.428 2.869 0.01 -0.01 0.00 0.118
H -2.685 3.116 1.727 0.00 0.00 0.00 0.091
H -2.105 4.701 1.154 0.00 0.00 0.01 0.090
H 0.333 5.168 3.159 -0.01 0.00 -0.01 0.119
H 0.270 5.333 1.410 0.00 0.01 -0.01 0.081
H 1.435 4.215 2.179 -0.01 0.00 0.00 0.092
H -0.640 2.930 4.237 -0.02 -0.01 -0.01 0.117
H 0.573 2.086 3.291 0.03 0.01 0.00 0.079
H -1.154 1.655 3.125 0.00 0.00 0.00 0.074
H 1.114 0.231 1.800 0.00 0.02 0.01 0.097
H 3.468 -0.424 2.131 0.00 0.00 -0.02 0.114
H 5.271 0.808 0.967 0.00 0.00 0.00 0.118
H 4.711 2.686 -0.539 0.00 0.00 0.00 0.119
H 2.376 3.341 -0.881 0.00 0.05 -0.01 0.096
H 1.017 4.912 -0.761 0.02 0.01 0.01 0.093
H 0.219 6.526 -2.414 0.00 0.00 0.00 0.117
H -1.952 6.188 -3.540 0.00 0.00 0.00 0.118
H -3.332 4.211 -3.007 0.00 0.00 0.00 0.114
H -2.546 2.570 -1.348 0.01 0.00 0.00 0.097
O 1.115 -3.445 0.051 0.15 -0.13 0.05 0.195
C 1.453 -2.435 -0.603 -0.13 0.09 0.03 -0.385
C 2.838 -2.183 -1.193 0.08 -0.04 0.02 -0.018
C 2.647 -0.868 -1.970 -0.04 -0.16 -0.04 -0.026
C 1.200 -0.535 -1.727 0.13 0.33 -0.15 -0.469
O 0.494 0.367 -2.148 0.24 0.05 -0.17 0.042
N 0.630 -1.448 -0.878 -0.07 0.10 0.07 0.068
H 3.145 -3.033 -1.801 -0.01 0.01 -0.02 0.139
H 3.542 -2.092 -0.367 0.01 -0.02 0.01 0.132
H 2.834 -0.970 -3.039 0.01 0.01 0.00 0.143
H 3.271 -0.057 -1.594 -0.03 0.00 0.02 0.118
```
Forces are in eV/Å.

As for the expectation value of S²: 6.021. For the relative energy (zero: lowest compared OMol25 entry of this formula, charge and spin), the calculation gives 0.0 kcal per mole. The maximum force comes out at 0.7 eV/Å. The calculation puts the LUMO energy (alpha / beta) at -0.2487 / -0.3683 Eh. Its charge is +2. Its HOMO energy (alpha / beta) is -13.57 / -14.11 eV. As for the spin multiplicity: 5. The HOMO-LUMO gap (alpha / beta) comes out at 6.80 / 4.09 eV.

[3]
ORCA calculation (wB97M-V/def2-TZVPD) on C32H31AsBrLaN10O4S5 as an isolated structure.

The geometry in XYZ format:
```
85
Properties=species:S:1:pos:R:3:forces:R:3:lowdin_charge:R:1
La 0.111 -0.228 1.144 -0.13 0.11 -0.35 1.584
S 4.943 1.615 1.180 0.10 -0.01 0.05 0.920
C 4.789 0.361 2.350 -0.02 -0.02 0.01 -0.437
C 3.505 -0.068 2.480 -0.04 0.03 -0.04 -0.237
C 2.550 0.586 1.618 0.55 0.25 0.17 -0.327
C 3.214 1.523 0.872 -0.13 0.11 -0.08 -0.578
C 2.601 2.365 -0.140 0.03 -0.08 0.06 -0.338
C 3.307 3.352 -0.849 0.03 0.02 0.00 -0.067
C 2.646 4.136 -1.770 0.01 0.02 -0.02 -0.094
C 1.287 3.938 -1.980 -0.03 -0.01 0.00 -0.083
C 0.666 2.939 -1.248 0.05 -0.09 0.03 -0.134
N 1.288 2.167 -0.363 -0.02 0.03 0.04 0.080
H 5.661 0.018 2.887 0.01 0.00 0.00 0.048
H 3.212 -0.847 3.173 0.00 -0.01 0.01 0.067
H 4.362 3.496 -0.657 -0.01 0.00 0.01 0.079
H 3.185 4.900 -2.320 -0.01 0.00 0.00 0.097
H 0.723 4.528 -2.689 0.00 0.00 0.00 0.092
H -0.389 2.739 -1.372 -0.16 -0.04 -0.02 0.095
N -3.915 0.199 3.715 0.13 0.16 0.06 0.034
C -3.337 -0.251 2.596 0.10 -0.10 -0.07 -0.263
N -2.303 0.499 2.292 0.02 -0.02 0.20 0.012
C -2.238 1.360 3.346 0.01 0.40 -0.14 -0.459
N -3.200 1.241 4.224 -0.07 -0.25 0.02 0.131
C -1.180 2.376 3.455 -0.25 -0.09 -0.05 -0.287
C -1.107 3.223 4.560 0.02 0.04 -0.03 -0.080
N -0.172 4.154 4.669 0.01 -0.01 -0.01 0.075
C 0.705 4.220 3.666 0.00 0.01 0.02 -0.125
C 0.641 3.377 2.571 -0.03 -0.03 0.00 -0.100
N -0.310 2.454 2.454 0.10 -0.06 0.04 0.090
H -4.534 -0.318 4.314 -0.02 0.02 -0.02 0.144
H -3.678 -1.113 2.053 0.03 0.00 0.01 0.076
H -1.826 3.116 5.362 0.00 0.01 0.01 0.110
H 1.493 4.961 3.739 -0.01 0.01 0.01 0.097
H 1.371 3.437 1.777 0.02 -0.02 0.01 0.089
C -4.035 -1.786 -0.830 -0.13 -0.06 0.00 0.017
C -2.853 -2.438 -0.160 0.49 0.18 0.09 -0.526
O -1.977 -1.757 0.363 -0.61 -0.53 -0.26 -0.122
N -2.834 -3.795 -0.215 0.04 0.30 0.15 0.068
C -1.601 -4.499 0.056 -0.01 0.05 -0.05 -0.138
C -0.564 -4.272 -1.021 0.21 0.08 0.03 -0.273
C 0.694 -4.860 -0.887 -0.05 0.07 0.03 -0.056
C 1.669 -4.557 -1.812 0.04 0.01 -0.05 -0.079
C 1.368 -3.675 -2.844 -0.01 -0.04 0.04 -0.082
C 0.092 -3.147 -2.900 -0.01 0.03 -0.03 -0.135
N -0.865 -3.447 -2.018 -0.03 -0.08 -0.03 0.134
H -4.290 -0.864 -0.308 0.00 -0.02 -0.02 0.073
H -4.904 -2.443 -0.877 -0.03 0.00 0.02 0.079
H -3.732 -1.527 -1.846 -0.04 -0.09 0.08 0.078
H -3.457 -4.203 -0.892 0.01 0.03 0.01 0.128
H -1.810 -5.563 0.178 -0.05 0.00 -0.02 0.125
H -1.202 -4.140 1.008 0.07 0.10 0.11 0.047
H 0.903 -5.482 -0.029 0.02 -0.02 0.05 0.109
H 2.664 -4.973 -1.712 0.00 0.01 0.01 0.101
H 2.113 -3.376 -3.570 -0.01 0.01 0.01 0.094
H -0.174 -2.419 -3.657 -0.02 0.02 0.00 0.091
Br -4.064 3.064 0.866 0.02 -0.01 0.06 0.748
C -3.831 2.015 -0.709 0.06 -0.04 -0.10 -0.738
C -4.902 1.936 -1.588 0.00 0.03 0.08 -0.134
C -4.688 1.256 -2.774 0.00 -0.03 -0.10 -0.072
C -3.444 0.705 -3.023 0.01 0.09 -0.02 -0.034
C -2.457 0.805 -2.049 0.08 0.15 0.03 -0.189
N -2.660 1.453 -0.896 0.08 0.10 -0.04 0.119
C -1.091 0.151 -2.320 -0.09 -0.47 0.07 -0.634
O -0.847 -0.048 -3.519 0.09 0.12 -0.06 -0.010
O -0.399 -0.175 -1.325 -0.16 0.52 -0.22 -0.202
H -5.845 2.406 -1.350 0.00 0.00 0.00 0.087
H -5.487 1.170 -3.502 0.00 0.00 0.01 0.102
H -3.198 0.192 -3.941 -0.01 0.00 0.00 0.115
S 0.943 -3.611 5.358 -0.05 0.12 -0.12 -0.298
As -0.002 -2.436 3.842 0.03 -0.64 0.61 -0.546
S 0.335 -0.301 4.155 -0.17 0.07 -0.11 -0.053
S 1.019 -2.755 1.913 0.02 -0.40 0.02 -0.074
S -2.113 -2.912 3.635 0.10 0.05 -0.05 -0.153
C 2.480 0.311 -2.871 0.00 0.08 -0.01 -0.028
N 3.602 -0.172 -2.090 0.08 -0.08 0.05 -0.166
C 4.915 0.358 -2.368 -0.02 0.00 -0.11 -0.073
C 3.405 -0.929 -0.986 0.09 -0.04 0.26 -0.332
O 2.335 -1.271 -0.532 -0.27 -0.05 -0.34 -0.074
H 2.583 -0.006 -3.913 0.02 0.01 -0.01 0.091
H 2.432 1.404 -2.838 -0.02 -0.04 -0.02 0.078
H 1.560 -0.097 -2.464 -0.04 -0.01 0.02 0.058
H 5.045 0.455 -3.449 0.02 -0.03 -0.02 0.081
H 5.683 -0.314 -1.987 -0.02 0.02 0.06 0.083
H 5.063 1.342 -1.910 -0.02 -0.01 -0.04 0.060
H 4.354 -1.227 -0.504 0.00 0.04 0.00 0.144
```
Forces are in eV/Å.

The maximum force comes out at 0.9 eV/Å. The calculation puts the LUMO energy at 0.1345 Eh. Its charge is -2. Its HOMO energy is -0.98 eV. The HOMO-LUMO gap comes out at 4.64 eV.